No. 1
This record from the Open Molecules 2025 dataset describes an isolated molecule of C7H13FN2O in a non-equilibrium geometry. The level of theory is the ωB97M-V functional and the def2-TZVPD basis.

The geometry in ORCA input format:
```
! RIJCOSX wB97M-V def2-TZVPD def2/J DEFGRID3
* xyz 0 1
C 2.8021 0.8539 0.6787
C 2.0266 0.1642 -0.4318
F 2.9379 -0.6198 -1.0995
C 0.9356 -0.7037 0.1492
C -0.2890 -0.9137 -0.7559
C -1.0606 0.3425 -1.1702
C -2.1833 0.5307 -0.1270
N -1.8412 1.3530 1.0361
N -2.4495 -0.8252 0.3692
C -1.2950 -1.6107 0.2038
O -1.1089 -2.6243 0.7471
H 2.1180 1.2331 1.4187
H 3.3710 0.0801 1.1730
H 3.4483 1.6280 0.2980
H 1.6474 0.8910 -1.1299
H 0.5653 -0.2435 1.0512
H 1.3014 -1.6806 0.4241
H -0.1217 -1.6114 -1.5611
H -1.5690 0.3040 -2.1175
H -0.3593 1.1626 -1.0590
H -3.1382 0.8546 -0.5194
H -1.1310 2.0300 0.7723
H -1.4096 0.7503 1.7272
H -3.1973 -1.3451 -0.0771
*
```

Results
frontier orbital gap = 10.4953 eV
total energy = -15214.9725 eV
highest occupied orbital energy = -9.78 eV
structure (SMILES) = C[C@@H](F)C[C@@H]1C[C@H](N)NC1=O
largest force on an atom = 3.50 eV Å⁻¹



No. 2
This record from the Open Molecules 2025 dataset describes a cluster of 4 separate species, C19H24FN6O4P in total in a non-equilibrium geometry. The level of theory is the ωB97M-V functional and the def2-TZVPD basis.

The geometry in ORCA input format:
```
! RIJCOSX wB97M-V def2-TZVPD def2/J DEFGRID3
* xyz 0 1
H 4.1522 -3.5723 3.1301
N 3.8517 -2.5946 3.1627
C 4.0654 -2.1102 2.0097
C 3.7585 -0.6515 1.6811
C 2.2618 -0.3211 1.6176
C 1.3567 -1.4273 1.4592
C 0.0212 -1.1949 1.4361
O -0.8458 -2.2725 1.3044
C -0.5465 0.1116 1.5682
N -1.9073 0.1995 1.5616
C -2.2822 1.4470 1.7144
C -3.7973 1.7130 1.7680
C -4.5413 0.6861 0.9065
F -3.9441 0.6166 -0.3549
C -1.4059 2.5747 1.8333
N -0.1008 2.4568 1.8318
C 0.3535 1.1706 1.7134
C 1.7770 0.9574 1.7411
C 2.6672 2.1842 1.9486
P 4.0512 2.4253 0.7637
O 5.3067 1.9865 1.4176
O 4.2416 4.0076 0.4695
O 3.8488 1.6049 -0.6066
H 4.5266 -2.7091 1.2027
H 4.2040 -0.4049 0.7128
H 4.1837 -0.0524 2.4995
H 1.6809 -2.4621 1.3830
H -0.8986 -2.6810 2.1779
H -3.9710 2.7512 1.4377
H -4.1179 1.6930 2.8239
H -4.5085 -0.2964 1.3862
H -5.5837 1.0029 0.7738
H -1.8386 3.5712 1.9366
H 2.1090 3.1267 1.9868
H 3.1475 2.0672 2.9336
H 5.0605 4.2525 0.9268
H 4.7462 1.4104 -0.9236
C -4.1403 -2.4772 -1.9707
C -4.9179 -2.4080 -0.7412
N -5.5282 -2.3536 0.2294
H -3.6491 -1.5271 -2.1775
H -3.3676 -3.2424 -1.9071
H -4.7706 -2.7163 -2.8263
C -0.0259 0.8134 -1.6270
C 0.1803 1.1497 -3.0271
N 0.3423 1.3950 -4.1364
H -1.0882 0.6889 -1.4088
H 0.4731 -0.1197 -1.3629
H 0.3561 1.5895 -0.9647
C -0.4064 -1.7908 -5.6470
C -1.6786 -2.4597 -5.4111
N -2.6820 -2.9849 -5.2252
H 0.4343 -2.4527 -5.4405
H -0.3161 -1.4579 -6.6802
H -0.2974 -0.9128 -5.0107
*
```

Results
frontier orbital gap = 8.5543 eV
total energy = -49230.3489 eV
highest occupied orbital energy = -9.16 eV
structure (SMILES) = [H]/N=C/Cc1cc(O)c2nc(CCF)cnc2c1CP(=O)(O)O.CC#N.CC#N.CC#N
largest force on an atom = 2.59 eV Å⁻¹